The following is a quantum chemistry calculation of a molecular structure, C14H23MnN3O5 at a distorted geometry, from the OMol25 dataset.

Atoms and positions in Å:
C 3.767 -1.674 -2.024
C 3.940 -2.975 -1.628
H 4.008 -1.408 -3.057
H 3.628 -0.858 -1.305
C 3.244 -3.535 -0.492
C 2.208 -2.871 0.079
H 2.010 -1.856 -0.219
H 1.648 -3.357 0.880
C 4.891 -3.874 -2.386
H 5.160 -3.401 -3.336
H 4.453 -4.858 -2.603
H 5.820 -4.044 -1.819
C 3.654 -4.874 0.079
H 4.704 -4.881 0.398
H 3.502 -5.701 -0.624
H 3.037 -5.070 0.960
Mn -0.716 2.760 1.459
O 0.109 1.180 0.285
C -0.340 0.072 -0.117
O -2.160 1.298 1.948
C -2.378 0.239 1.326
O -3.499 -0.434 1.524
N -1.577 -0.393 0.377
C -3.542 -1.561 0.601
C -2.160 -1.701 0.038
H -4.250 -1.340 -0.205
H -3.863 -2.438 1.164
H -2.128 -1.850 -1.041
H -1.587 -2.498 0.531
C 0.315 -0.796 -1.070
C 1.357 -0.464 -1.880
H -0.103 -1.805 -1.146
H 1.795 0.535 -1.858
H 1.647 -1.178 -2.672
C -4.108 6.674 0.585
O -3.267 5.698 -0.092
C -2.546 4.912 0.686
O -1.790 4.036 0.190
N -2.670 5.088 2.011
N -1.926 4.195 2.875
H -4.859 6.189 1.232
H -4.609 7.188 -0.234
H -3.509 7.397 1.165
H -3.241 5.822 2.429
H -1.460 4.778 3.580
H -2.606 3.632 3.404

Results
Charge   +2
E_LUMO (alpha / beta)   -6.66 / -7.00 eV
Electronic energy   -60903.297 eV
Strongest force on any atom   0.038 Eh/bohr
HOMO-LUMO gap (alpha / beta)   5.97 / 5.63 eV
2S+1   6

Atom charges from the Mulliken analysis, given in e for atoms 1 to 6: -1.76, 1.56, 0.31, 0.59, 1.05, -0.97

=====

The following is a quantum chemistry calculation of a molecular structure, C14H23N2OPSr at a distorted geometry, from the OMol25 dataset.

Atoms and positions in Å:
C 0.604 3.762 -1.826
C -0.684 3.258 -1.628
C -0.867 2.024 -0.945
C 0.237 1.329 -0.508
C 1.511 1.824 -0.671
C 1.705 3.055 -1.340
C -2.244 1.441 -0.715
C -2.206 0.212 0.210
N -1.846 -1.107 -0.468
Sr -0.515 -1.749 1.118
C 2.682 1.045 -0.126
P 2.015 -0.474 0.635
H -1.568 3.794 -1.974
H 2.717 3.423 -1.497
H 0.736 4.711 -2.342
H 3.204 1.550 0.700
H 3.418 0.718 -0.875
H -2.903 2.184 -0.232
H -2.772 1.176 -1.644
H -1.488 0.389 1.044
C 3.451 -1.154 1.516
C 1.994 -1.604 -0.814
H -3.189 0.088 0.702
C -1.504 -1.036 -1.925
C -2.882 -2.143 -0.213
H -0.569 -3.310 3.673
H -1.948 -1.901 -2.439
H -1.851 -0.101 -2.381
H -0.424 -1.111 -2.100
H -3.335 -2.463 -1.161
H -2.438 -3.056 0.257
H -3.656 -1.737 0.458
H 3.016 -1.603 -1.206
H 1.731 -2.645 -0.547
H 1.323 -1.245 -1.603
H 4.303 -1.198 0.825
H 3.675 -0.491 2.362
H 3.230 -2.160 1.902
H -0.875 -3.963 3.110
O -0.389 0.726 5.219
C -0.599 0.103 4.226
N -0.801 -0.561 3.223

Results
Charge   0
E_LUMO   -0.76 eV
Electronic energy   -30039.834 eV
Strongest force on any atom   0.084 Eh/bohr
HOMO-LUMO gap   5.36 eV

Atom charges from the Mulliken analysis, given in e for atoms 1 to 6: -0.71, -0.74, -0.13, 1.51, -0.07, -0.64

=====

The following is a quantum chemistry calculation of C14H23N3O2S2 in the gas phase at a distorted geometry, from the OMol25 dataset.

Atoms and positions in Å:
C -1.856 2.369 -1.773
C -2.534 1.231 -1.012
C -3.153 1.753 0.284
C -1.577 0.036 -0.801
C -2.357 -1.275 -0.643
C -1.427 -2.479 -0.548
C -0.470 -2.339 0.635
C 0.491 -3.521 0.717
C 0.305 -1.032 0.494
C -0.637 0.168 0.401
O 0.177 1.343 0.256
C 0.415 2.085 1.321
O -0.078 1.945 2.408
C 1.386 3.217 1.015
S 2.292 2.967 -0.535
C 3.031 1.451 -0.152
N 3.059 0.924 1.017
N 3.652 -0.265 1.063
C 4.091 -0.677 -0.075
N 4.655 -1.886 -0.292
S 3.793 0.464 -1.403
H -2.562 3.180 -1.939
H -1.500 2.024 -2.741
H -1.007 2.761 -1.221
H -3.353 0.862 -1.642
H -3.916 2.493 0.053
H -3.623 0.950 0.846
H -2.408 2.229 0.917
H -0.950 -0.044 -1.696
H -3.025 -1.398 -1.497
H -2.973 -1.224 0.258
H -2.018 -3.391 -0.440
H -0.847 -2.565 -1.470
H -1.057 -2.297 1.559
H 1.164 -3.404 1.564
H 1.090 -3.587 -0.189
H -0.057 -4.452 0.836
H 0.918 -1.066 -0.411
H 0.972 -0.892 1.347
H -1.207 0.260 1.332
H 2.092 3.312 1.839
H 0.835 4.152 0.899
H 5.224 -1.998 -1.113
H 4.947 -2.383 0.534

Results
Charge   0
E_LUMO   0.35 eV
Structure (SMILES)   CC(C)[C@@H]1CC[C@@H](C)C[C@H]1OC(=O)CSc1nnc(N)s1
Electronic energy   -45127.720 eV
Strongest force on any atom   0.035 Eh/bohr
HOMO-LUMO gap   8.65 eV
Energy relative to the best compared isomer or geometry (same formula, charge and spin)   1.06 kJ/mol

Atom charges from the Mulliken analysis, given in e for atoms 1 to 6: -1.37, 0.30, -1.49, 0.44, -0.88, -0.94

=====

The following is a quantum chemistry calculation of C14H23NO2 in the gas phase, from the OMol25 dataset.

Atoms and positions in Å:
C -5.425 -1.502 0.202
C -3.981 -1.049 -0.019
C -3.052 -1.694 1.011
O -3.940 0.371 0.094
C -3.361 1.071 -0.977
C -1.832 0.991 -1.022
C -1.213 1.585 0.252
N 0.189 1.288 0.457
C 1.098 1.859 -0.521
C 2.536 1.616 -0.019
O 2.681 2.159 1.267
C 2.834 0.130 -0.083
C 3.072 -0.467 -1.316
C 3.291 -1.830 -1.406
C 3.279 -2.613 -0.264
C 3.054 -2.024 0.968
C 2.832 -0.660 1.058
H -5.753 -1.198 1.192
H -5.500 -2.582 0.115
H -6.079 -1.040 -0.533
H -3.666 -1.345 -1.030
H -3.127 -2.776 0.954
H -2.018 -1.405 0.838
H -3.338 -1.370 2.008
H -3.666 2.111 -0.830
H -3.775 0.718 -1.935
H -1.483 1.529 -1.906
H -1.524 -0.054 -1.121
H -1.328 2.672 0.241
H -1.760 1.195 1.115
H 0.329 0.281 0.494
H 0.987 1.441 -1.534
H 0.909 2.935 -0.564
H 3.244 2.149 -0.664
H 1.842 1.997 1.724
H 3.089 0.142 -2.209
H 3.475 -2.282 -2.370
H 3.451 -3.677 -0.334
H 3.051 -2.627 1.864
H 2.670 -0.201 2.021

Results
Charge   0
E_LUMO   0.83 eV
Structure (SMILES)   CC(C)OCCCNC[C@@H](O)c1ccccc1
Electronic energy   -20476.025 eV
Strongest force on any atom   0.009 Eh/bohr
HOMO-LUMO gap   9.83 eV
Energy relative to the best compared isomer or geometry (same formula, charge and spin)   0.69 kJ/mol

Atom charges from the Mulliken analysis, given in e for atoms 1 to 6: -1.51, 0.63, -1.33, -0.42, -0.89, -0.21

=====

The following is a quantum chemistry calculation of a molecular structure, C14H24BBe2BrClF4O6S at a distorted geometry, from the OMol25 dataset.

Atoms and positions in Å:
O -3.858 1.981 -0.677
C -2.926 1.209 -0.600
C -2.743 -0.083 -1.394
C -1.525 -0.680 -0.710
C -0.810 0.452 -0.008
C 0.421 0.962 -0.732
C 0.318 1.149 -2.203
C -0.616 2.243 -2.675
O -0.163 3.441 -2.107
C -0.478 -0.074 1.432
C 0.709 0.528 2.157
C 0.503 1.978 2.570
S 1.418 2.413 4.054
O -1.855 1.415 0.213
H -3.622 -0.704 -1.337
H -2.538 0.105 -2.465
H -1.964 -1.329 0.038
H -0.963 -1.379 -1.317
H 1.239 0.289 -0.534
H 0.713 2.074 -0.284
H 1.306 1.423 -2.561
H 0.102 0.172 -2.682
H -1.664 2.040 -2.481
H -0.516 2.298 -3.759
H -0.801 4.140 -2.242
H -1.352 0.129 2.035
H -0.359 -1.148 1.394
H 1.650 0.376 1.642
H 0.813 -0.023 3.084
H 0.887 2.689 1.821
H -0.544 2.220 2.711
H 1.362 1.270 4.750
B 0.445 5.798 2.367
F -0.069 5.801 3.611
F -0.479 5.635 1.402
F 1.018 7.286 2.117
F 1.525 4.972 2.223
Be -1.337 -0.721 -3.847
C -0.001 -6.012 0.334
C 0.715 -5.237 -0.733
C 2.195 -5.049 -0.503
O 2.444 -3.813 -1.204
C 1.303 -3.114 -1.209
O 1.208 -1.972 -1.544
O 0.264 -3.865 -0.787
H 0.100 -5.516 1.299
H -1.069 -6.078 0.115
H 0.397 -7.023 0.409
H 0.527 -5.691 -1.754
H 2.803 -5.852 -0.912
H 2.446 -4.905 0.550
Cl 2.073 7.723 3.370
Be -0.645 -7.065 -2.533
Br 1.991 3.119 0.098

Results
Charge   +1
E_LUMO   -7.47 eV
Electronic energy   -132928.121 eV
Strongest force on any atom   0.062 Eh/bohr
HOMO-LUMO gap   2.88 eV

Atom charges from the Mulliken analysis, given in e for atoms 1 to 6: -0.58, -0.06, -0.05, -1.06, 3.08, -0.77

=====

The following is a quantum chemistry calculation of a molecular structure, C14H24Cl2F12N2O13S4V at a distorted geometry, from the OMol25 dataset.

Atoms and positions in Å:
O 0.399 -0.146 0.057
V -0.888 -0.802 0.776
C -0.364 -0.047 5.061
F -0.239 -1.338 5.429
F -0.571 0.642 6.202
F 0.837 0.351 4.535
S -1.836 0.168 3.798
O -2.419 -1.179 3.737
O -2.736 1.191 4.333
N -1.088 0.564 2.269
S -0.783 2.136 2.438
O -0.483 2.613 3.815
O 0.191 2.460 1.386
C -2.448 2.995 1.865
F -3.442 2.073 1.833
F -2.669 4.114 2.553
F -2.315 3.289 0.570
C -0.946 -4.645 2.334
F -1.752 -4.958 1.351
F -1.649 -4.033 3.269
F -0.371 -5.741 2.863
S 0.428 -3.455 1.664
O 0.463 -2.288 2.541
O 1.705 -4.126 1.512
N -0.294 -2.727 0.253
S 0.375 -3.672 -0.872
O 1.765 -3.338 -1.076
O 0.110 -5.101 -0.707
C -0.658 -3.083 -2.450
F -0.257 -3.736 -3.530
F -1.958 -3.187 -2.307
F -0.407 -1.854 -2.656
C -3.677 -2.426 1.161
O -2.955 -1.450 0.413
C -3.844 -0.633 -0.301
C -3.110 -0.001 -1.468
O -1.953 0.634 -0.884
C -1.494 1.778 -1.773
H -4.098 -3.245 0.577
H -4.329 -1.827 1.796
H -2.926 -3.031 1.670
H -4.279 0.141 0.331
H -4.600 -1.274 -0.755
H -3.783 0.705 -1.955
H -2.787 -0.758 -2.183
H -2.237 2.574 -1.815
H -1.135 1.418 -2.737
H -0.752 2.285 -1.155
C 3.108 0.809 -2.011
O 2.132 1.830 -1.918
C 2.479 3.017 -2.554
C 2.384 2.922 -4.079
O 1.037 2.623 -4.426
C 0.779 2.591 -5.821
H 4.038 1.059 -1.500
H 3.335 0.551 -3.045
H 2.667 -0.108 -1.619
H 3.410 3.445 -2.181
H 1.717 3.714 -2.204
H 3.046 2.094 -4.335
H 2.806 3.774 -4.612
H -0.263 2.719 -6.113
H 1.016 1.611 -6.236
H 1.340 3.363 -6.347
Cl 6.041 -0.809 2.358
C 5.450 0.762 1.795
C 3.892 0.979 1.985
Cl 2.948 -0.455 1.451
H 5.766 0.917 0.763
H 5.929 1.500 2.438
H 3.561 1.851 1.420
H 3.642 1.207 3.021

Results
Charge   0
E_LUMO (alpha / beta)   -1.67 / -1.11 eV
Electronic energy   -171181.473 eV
Strongest force on any atom   0.110 Eh/bohr
HOMO-LUMO gap (alpha / beta)   8.04 / 8.60 eV
2S+1   2

Atom charges from the Mulliken analysis, given in e for atoms 1 to 6: 0.21, 0.54, 0.71, -0.22, -0.24, -0.18

=====

The following is a quantum chemistry calculation of 7 unconnected molecules or ions with the total composition C14H24Cl6N4 at a distorted geometry, from the OMol25 dataset.

Atoms and positions in Å:
Cl 7.661 -16.810 7.070
C 7.613 -17.623 8.606
C 6.163 -17.921 8.979
Cl 5.268 -16.450 9.567
H 8.120 -17.098 9.416
H 8.170 -18.533 8.382
H 6.235 -18.701 9.736
H 5.585 -18.424 8.203
Cl 1.281 -13.326 5.766
C 2.129 -12.414 7.018
C 2.942 -11.276 6.425
Cl 4.133 -11.902 5.249
H 2.865 -13.073 7.479
H 1.447 -12.225 7.847
H 3.474 -10.730 7.204
H 2.420 -10.508 5.855
Cl 6.897 -8.558 6.663
C 6.603 -9.541 8.104
C 5.945 -8.738 9.208
Cl 6.878 -7.487 9.932
H 7.562 -10.021 8.298
H 5.912 -10.358 7.895
H 5.513 -9.419 9.941
H 4.969 -8.357 8.907
C 2.677 -13.526 12.488
C 3.457 -12.693 11.490
N 4.054 -12.123 10.642
H 2.798 -13.169 13.511
H 2.937 -14.584 12.480
H 1.646 -13.571 12.137
C 5.703 -15.102 4.507
C 4.735 -15.472 5.560
N 3.938 -15.787 6.342
H 6.398 -14.390 4.952
H 5.121 -14.540 3.776
H 6.335 -15.911 4.141
C 6.162 -12.904 8.058
C 7.112 -12.555 7.043
N 7.758 -12.188 6.187
H 6.355 -12.209 8.875
H 6.339 -13.894 8.478
H 5.118 -12.761 7.778
C 9.061 -11.685 2.796
C 9.699 -12.358 1.627
N 10.276 -12.894 0.748
H 8.576 -12.479 3.364
H 8.269 -10.979 2.547
H 9.753 -11.311 3.551

Results
Charge   0
E_LUMO   0.18 eV
Structure (SMILES)   ClCCCl.ClCCCl.ClCCCl.CC#N.CC#N.CC#N.CC#N
Electronic energy   -96000.691 eV
Strongest force on any atom   0.077 Eh/bohr
HOMO-LUMO gap   10.81 eV

Atom charges from the Mulliken analysis, given in e for atoms 1 to 6: -0.14, -0.58, -0.54, -0.14, 0.33, 0.36

=====

The following is a quantum chemistry calculation of a molecular structure, C14H24ClO5P2PtS, from the OMol25 dataset.

Atoms and positions in Å:
Pt 0.157 -1.094 0.694
C -0.857 1.715 2.688
P 0.517 0.895 1.852
C 1.829 0.801 3.101
C 1.133 2.005 0.554
C 1.076 3.387 0.704
C 1.558 4.223 -0.291
C 2.110 3.683 -1.443
C 2.177 2.307 -1.602
C 1.688 1.460 -0.613
P 1.756 -0.347 -0.793
C 3.433 -0.850 -0.317
C 1.684 -0.715 -2.565
H -0.515 2.605 3.217
H -1.274 1.014 3.413
H -1.620 1.976 1.957
H 2.218 1.795 3.324
H 2.641 0.161 2.761
H 1.408 0.363 4.007
H 0.642 3.820 1.597
H 1.499 5.296 -0.169
H 2.485 4.333 -2.222
H 2.607 1.900 -2.509
H 4.165 -0.381 -0.976
H 3.514 -1.935 -0.391
H 3.637 -0.554 0.710
H 2.575 -0.339 -3.070
H 0.799 -0.272 -3.016
H 1.647 -1.798 -2.688
O -0.989 -4.805 2.199
Cl -0.482 -3.569 1.757
O -0.682 -3.399 0.297
O -1.193 -2.434 2.369
O 0.926 -3.397 2.028
O -2.166 1.007 -0.245
S -1.878 -0.432 -0.336
C -3.326 -1.396 0.189
C -3.814 -2.167 -1.038
C -3.415 -1.353 -2.270
C -1.951 -0.992 -2.050
H -4.021 -0.621 0.515
H -3.036 -2.016 1.033
H -4.891 -2.312 -0.982
H -3.342 -3.150 -1.065
H -4.014 -0.444 -2.343
H -3.540 -1.918 -3.192
H -1.569 -0.184 -2.671
H -1.306 -1.871 -2.111

Results
Charge   +1
E_LUMO (alpha / beta)   -2.67 / -4.89 eV
Electronic energy   -70313.762 eV
Strongest force on any atom   0.005 Eh/bohr
HOMO-LUMO gap (alpha / beta)   8.06 / 8.22 eV
Energy relative to the best compared isomer or geometry (same formula, charge and spin)   39.50 kJ/mol
2S+1   3

Atom charges from the Mulliken analysis, given in e for atoms 1 to 6: 1.06, -1.43, 0.75, -1.13, 0.48, -0.76